Entry 1:
Density functional theory data (ωB97M-V with the def2-TZVPD basis set) for a structure of composition C37H30KN4O2PS.

Cartesian coordinates (Å):
K1 2.14809 -0.35715 1.41972
C1 4.95991 -1.05537 2.23230
C2 4.69642 0.23379 2.75923
C3 4.58611 1.13504 1.67201
C4 4.77911 0.40531 0.47496
C5 5.01147 -0.94831 0.82094
H1 5.12248 -1.95554 2.80856
H2 4.61900 0.48735 3.80766
H3 4.40237 2.19770 1.74027
H4 4.76980 0.81525 -0.52469
H5 5.21478 -1.75447 0.12864
N1 -5.79148 -1.55663 0.94177
C6 -4.49619 -1.65412 1.49390
C7 -3.57513 -0.62983 1.30370
C8 -2.29027 -0.74156 1.81319
C9 -1.91278 -1.88852 2.49582
C10 -2.82234 -2.92012 2.68809
C11 -4.11230 -2.79916 2.19543
S1 -0.26323 -1.97627 3.13696
O1 -0.25148 -3.05702 4.10047
O2 -0.00228 -0.63929 3.63514
N2 0.76925 -2.19272 1.94469
C12 0.69832 -3.23947 1.09030
N3 -0.31456 -4.14860 1.13374
C13 -0.26707 -5.15272 0.27348
C14 0.74761 -5.32399 -0.65462
C15 1.71845 -4.32922 -0.65142
N4 1.71036 -3.29871 0.17288
H6 -6.08302 -0.60898 0.76643
H7 -6.49039 -2.06298 1.46023
H8 -3.86044 0.26126 0.75139
H9 -1.57093 0.05978 1.67469
H10 -2.49609 -3.80758 3.21566
H11 -4.82844 -3.60492 2.33390
H12 -1.09132 -5.86322 0.32833
H13 0.77313 -6.15727 -1.34226
H14 2.54116 -4.35797 -1.36534
C16 -2.82226 -0.22785 -4.68222
C17 -1.71673 0.61020 -4.80741
C18 -0.92165 0.89353 -3.69910
C19 -1.19524 0.35361 -2.43825
C20 -2.30358 -0.49135 -2.34205
C21 -3.11394 -0.78034 -3.43953
P1 -0.27596 0.73207 -0.74258
C22 1.32530 1.07162 -1.60470
C23 1.96381 -0.01255 -2.21296
C24 3.15063 0.15472 -2.91616
C25 3.71586 1.41848 -3.03491
C26 3.09778 2.50346 -2.42594
C27 1.91670 2.32832 -1.70915
C28 -1.14023 2.36436 -0.55709
C29 -2.12617 3.09017 -1.16754
C30 -2.52715 4.31625 -0.55763
C31 -1.96776 4.78623 0.60765
C32 -0.94147 4.04740 1.26051
C33 -0.24695 4.36669 2.45904
C34 0.72231 3.50536 2.92406
C35 1.07069 2.30072 2.24302
C36 0.43879 1.95768 1.07418
C37 -0.55721 2.85194 0.63818
H15 -3.44206 -0.45208 -5.54379
H16 -1.47449 1.04296 -5.77325
H17 -0.06436 1.55100 -3.82142
H18 -2.53268 -0.93845 -1.37497
H19 -3.96669 -1.44176 -3.32578
H20 1.52200 -1.00111 -2.12301
H21 3.64459 -0.70518 -3.35451
H22 4.64967 1.55106 -3.56978
H23 3.54764 3.48874 -2.48909
H24 1.45307 3.17635 -1.21676
H25 -2.59887 2.75999 -2.08631
H26 -3.30244 4.90399 -1.03690
H27 -2.30497 5.73169 1.02226
H28 -0.48479 5.27167 3.00797
H29 1.23138 3.74773 3.85346
H30 1.82936 1.65892 2.68631

Forces on atoms 1 to 3 (eV/Å):
K 0.770 0.915 -0.588
C 0.050 0.384 -0.240
C 0.186 -0.074 -0.401

The charge is -2. The value obtained for the HOMO energy is -0.051 Ha.

Entry 2:
Density functional theory data (ωB97M-V with the def2-TZVPD basis set) for a cluster of 2 separate species, C2H7NO4 in total.

Cartesian coordinates (Å):
C1 1.37231 -0.01634 0.18589
C2 -0.01353 0.16058 0.76290
N1 1.57262 0.47325 -1.16105
O1 -0.56016 1.34038 0.51154
O2 -0.37060 -0.49041 1.84667
H1 -1.45361 1.35881 0.89071
H2 0.91740 0.01562 -1.78586
H3 1.39489 1.46954 -1.21205
H4 1.60319 -1.08052 0.24064
H5 2.05871 0.48991 0.87458
O3 -1.03328 -1.18403 -0.18000
O4 -2.24795 -0.55587 -0.63626
H6 -2.25274 -0.79736 -1.57257
H7 -0.98724 -1.18357 1.23489

Forces on atoms 1 to 3 (eV/Å):
C -0.104 0.004 0.022
C -0.157 -0.313 -0.478
N -0.078 -0.005 0.062

The value obtained for the HOMO energy is -0.357 Ha.

Entry 3:
Density functional theory data (ωB97M-V with the def2-TZVPD basis set) for a cluster of 3 separate species, C42H38BIN2O10P in total.

Cartesian coordinates (Å):
C1 -3.42174 -2.03923 -2.14640
C2 -4.34469 -1.82553 -3.37850
O1 -3.83488 -1.53487 -4.41923
O2 -5.72644 -1.90376 -3.35031
C3 -6.30938 -1.10843 -2.31718
C4 -6.30569 0.44550 -2.65082
C5 -6.54520 1.19301 -1.29533
C6 -6.24402 2.74436 -1.30306
C7 -5.26304 3.23798 -2.40904
C8 -3.74429 3.01814 -2.04781
N1 -3.51946 2.79149 -0.75923
N2 -2.26241 2.65137 -0.40647
C9 -1.92659 2.40305 1.02804
B1 -1.36478 0.86257 1.08700
O3 -0.02659 0.56526 0.70310
O4 -2.19197 -0.18470 1.47614
C10 -1.28575 2.73642 -1.31989
C11 -1.40319 2.93348 -2.74132
C12 -0.20559 3.00527 -3.71785
C13 0.16028 1.56972 -4.27431
O5 -0.67521 0.76038 -4.43983
I1 2.24091 1.17017 -4.72613
C14 -2.81527 3.10000 -3.17724
P1 -3.28498 3.37930 -4.95423
O6 -3.54900 2.02709 -5.54763
H1 -3.83999 -2.78854 -1.44053
H2 -2.42783 -2.33854 -2.55030
H3 -3.25549 -1.04710 -1.64893
H4 -5.79679 -1.23881 -1.32411
H5 -7.36904 -1.41714 -2.13937
H6 -5.32205 0.64902 -3.13782
H7 -7.12604 0.66905 -3.37978
H8 -6.03560 0.70660 -0.42226
H9 -7.64141 1.08829 -1.07376
H10 -7.22377 3.25478 -1.50105
H11 -5.95755 3.03830 -0.27026
H12 -5.36864 4.35985 -2.44842
H13 -5.48666 2.87708 -3.43545
H14 -1.16427 3.13332 1.39144
H15 -2.86879 2.42385 1.61450
H16 -0.01733 0.43911 -0.26472
H17 -2.09803 -0.89563 0.80957
H18 -0.24764 2.64112 -0.92194
H19 -0.50791 3.67863 -4.55341
H20 0.66314 3.47104 -3.18602
H21 -4.51158 4.10759 -5.06053
H22 -2.22592 3.97208 -5.69321
C15 1.76185 -2.18779 2.27300
C16 2.73586 -3.07200 2.72996
C17 2.86797 -4.32444 2.14485
C18 2.01757 -4.69961 1.10799
C19 1.02901 -3.82012 0.67082
C20 0.91157 -2.56336 1.24735
C21 0.08165 -4.21247 -0.39748
O7 -0.77589 -3.42878 -0.77395
C22 0.19188 -5.56606 -0.98933
C23 -0.72500 -5.97242 -1.95458
C24 -0.62063 -7.23311 -2.52265
C25 0.40565 -8.09041 -2.13581
C26 1.31900 -7.69263 -1.17033
C27 1.21026 -6.43472 -0.58737
C28 2.17333 -6.03270 0.47081
O8 3.06726 -6.77937 0.81234
H23 1.66471 -1.20660 2.72284
H24 3.39349 -2.78245 3.54111
H25 3.63004 -5.00833 2.49833
H26 0.15378 -1.87643 0.89878
H27 -1.52361 -5.30809 -2.26152
H28 -1.33828 -7.54946 -3.27006
H29 0.48995 -9.07226 -2.58580
H30 2.11305 -8.36481 -0.86921
C29 6.21002 5.49000 6.19906
C30 7.18760 4.61083 6.65649
C31 7.32479 3.35926 6.07508
C32 6.47693 2.97637 5.04098
C33 5.48040 3.84935 4.59818
C34 5.35779 5.11083 5.17313
C35 4.53684 3.43743 3.52980
O9 3.66944 4.19713 3.13907
C36 4.66339 2.07594 2.94999
C37 3.75150 1.65364 1.98806
C38 3.86567 0.39066 1.42947
C39 4.89918 -0.45595 1.82288
C40 5.80784 -0.04211 2.78516
C41 5.68692 1.22123 3.35836
C42 6.64456 1.64109 4.41408
O10 7.54384 0.90246 4.76075
H31 6.11035 6.47077 6.64847
H32 7.84443 4.90419 7.46651
H33 8.09008 2.68024 6.43050
H34 4.59517 5.79592 4.82395
H35 2.94766 2.30965 1.67646
H36 3.14986 0.06294 0.68425
H37 4.99159 -1.44089 1.38041
H38 6.60788 -0.70457 3.09262

Forces on atoms 1 to 3 (eV/Å):
C -0.523 0.094 -0.160
C 0.545 0.635 -0.414
O 0.089 -0.300 -0.204

The charge is +1. The value obtained for the HOMO energy is -0.416 Ha.

Entry 4:
Density functional theory data (ωB97M-V with the def2-TZVPD basis set) for an isolated molecule of C18H26ClN3O3.

Cartesian coordinates (Å):
C1 -8.86259 -0.13648 0.77832
O1 -7.61119 0.18107 1.33276
C2 -6.87335 1.14086 0.61048
C3 -6.33439 0.63892 -0.73523
C4 -5.53339 -0.67528 -0.60423
N1 -4.09648 -0.56964 -0.49403
C5 -3.42880 -0.05842 -1.67269
C6 -1.93716 -0.37436 -1.58802
C7 -1.34293 0.26264 -0.33094
N2 0.06129 -0.05006 -0.20459
C8 1.02426 0.89572 -0.18161
O2 0.78366 2.08808 -0.26488
C9 2.41779 0.38855 -0.04650
C10 3.44128 1.34127 -0.00929
C11 4.76256 0.98642 0.11283
Cl1 5.98278 2.22237 0.16511
C12 5.16876 -0.35726 0.20744
N3 6.48953 -0.70605 0.26384
C13 4.15018 -1.30103 0.17048
C14 2.81247 -0.94423 0.04701
O3 1.98742 -2.02900 0.03293
C15 2.77554 -3.21752 0.13557
C16 4.25236 -2.79956 0.24621
C17 -2.12915 -0.22428 0.88726
C18 -3.61316 0.08667 0.70258
H1 -9.37370 -0.75718 1.51220
H2 -8.76810 -0.69601 -0.15881
H3 -9.45439 0.76875 0.59348
H4 -7.49108 2.03759 0.44092
H5 -6.04842 1.40773 1.27393
H6 -5.70882 1.42154 -1.16523
H7 -7.17199 0.48185 -1.41711
H8 -5.89283 -1.20808 0.28117
H9 -5.73217 -1.30407 -1.47736
H10 -3.86012 -0.54275 -2.55233
H11 -3.55186 1.03387 -1.78698
H12 -1.42555 0.00038 -2.47566
H13 -1.80422 -1.45678 -1.53752
H14 -1.40447 1.35434 -0.40160
H15 0.31859 -1.02155 -0.13071
H16 3.14977 2.37828 -0.07800
H17 6.71885 -1.61376 0.62922
H18 7.12983 0.04193 0.48044
H19 2.43062 -3.76874 1.01530
H20 2.58145 -3.82246 -0.75520
H21 4.69363 -3.12999 1.18946
H22 4.84948 -3.20478 -0.57251
H23 -1.75649 0.25946 1.79115
H24 -2.00038 -1.30357 0.98864
H25 -4.18014 -0.29222 1.55565
H26 -3.74105 1.18301 0.65585

Forces on atoms 1 to 3 (eV/Å):
C 0.001 -0.014 -0.012
O 0.054 -0.081 0.141
C 0.137 0.209 -0.200

The value obtained for the HOMO energy is -0.301 Ha.

The calculation returns the following frontier orbital gap values, one per record and in order: 0.2099; 0.3801; 0.2202; 0.3227 Ha.
The calculation returns the following strongest force on any atom values, one per record and in order: 2.1; 1.0; 4.5; 0.7 eV Å⁻¹.